[1]
# C18H30AuCl2N7O3

A structure of composition C18H30AuCl2N7O3 (ωB97M-V/def2-TZVPD, the OMol25 dataset).

Calculated values
<S²>: 2.012
ΔE to the lowest compared entry with this formula, charge and spin: 0.0 kcal per mole
molecular weight: 660.357 g/mol
HOMO-LUMO gap (alpha / beta): 8.50 / 6.36 eV
spin multiplicity: 3
charge: 0
LUMO level (alpha / beta): 0.19 / -2.15 eV

```
61
C18H30AuCl2N7O3, DFT ωB97M-V/def2-TZVPD
O 0.63354 -1.34926 0.58280
C 1.66142 -1.82755 1.37136
C 2.99025 -1.48169 0.72970
C 3.11227 -1.61164 -0.66632
H 2.33178 -2.14392 -1.22578
C 4.19056 -1.01211 -1.32544
H 4.17299 -0.94713 -2.42021
C 5.26540 -0.50488 -0.57430
H 6.13032 -0.09304 -1.08959
C 5.21575 -0.51212 0.82500
H 6.05762 -0.14577 1.41502
C 4.06551 -0.97709 1.47261
H 4.01167 -0.96500 2.56141
H 2.89041 -3.18166 2.55616
C 0.85045 -4.04204 2.46079
C 1.84168 -2.90159 2.42224
H 0.75461 -4.39625 3.49234
H 1.20707 -4.87815 1.85469
H -0.13691 -3.72924 2.09324
C 1.44629 -1.58090 2.88673
C 0.04416 -1.30422 3.35421
H 2.21003 -0.94109 3.34742
H -0.16024 -1.73429 4.34896
H -0.71188 -1.66567 2.64050
H -0.07987 -0.21851 3.42870
Au -0.29398 -0.04053 -1.07934
Cl -1.29426 0.01224 -3.30329
Cl 1.67600 1.25197 -1.03147
H 1.33355 2.87327 -4.67026
H -0.13683 2.62621 -6.21504
C 0.68889 2.88524 -3.78581
C -0.98549 2.42474 -5.55593
N -0.68578 2.95660 -4.24005
H 0.91379 3.74804 -3.14784
C -1.68609 3.12344 -3.33891
O -1.52243 3.29108 -2.12733
H -1.88958 2.90760 -5.93947
H -2.69633 3.09300 -3.80223
H 0.86102 1.97489 -3.19078
H -1.15992 1.34078 -5.50634
H -2.70036 2.14279 3.13847
H -1.07914 3.71831 0.28926
C -2.05071 1.47599 2.54841
C -0.77911 2.91004 0.98293
N -1.87857 1.98824 1.21030
H -2.50641 0.47936 2.51604
C -2.84266 1.73910 0.29340
O -3.83374 1.03678 0.53299
H 0.07808 2.37836 0.51577
H -2.65214 2.23475 -0.68318
H -1.06840 1.43204 3.03037
H -0.47268 3.31653 1.95712
N -4.20453 -1.88717 1.99565
N -3.45159 -1.89697 0.83930
N -4.11385 -1.82742 -0.35168
C -3.17738 -1.33620 -1.13787
N -2.02920 -1.05429 -0.46419
N -2.23392 -1.37117 0.83041
H -3.68436 -2.33701 2.74036
H -5.10818 -2.30635 1.79890
H -3.32856 -1.15947 -2.19090
```


[2]
# C18H30AuCl2N7O3

A structure of composition C18H30AuCl2N7O3 (ωB97M-V/def2-TZVPD, the OMol25 dataset).

Calculated values
<S²>: 2.013
ΔE to the lowest compared entry with this formula, charge and spin: 57.2 kcal per mole
molecular weight: 660.357 g/mol
HOMO-LUMO gap (alpha / beta): 7.06 / 4.49 eV
spin multiplicity: 3
charge: 0
LUMO level (alpha / beta): 0.43 / -2.86 eV

```
61
C18H30AuCl2N7O3, DFT ωB97M-V/def2-TZVPD
O 0.64461 -2.93340 -0.55806
C 1.54175 -3.61711 -0.07371
C 1.88439 -4.98013 -0.64381
C 0.82365 -5.81477 -1.07167
H -0.22196 -5.52145 -0.79650
C 1.06737 -7.00284 -1.76768
H 0.22917 -7.66947 -2.04360
C 2.37444 -7.37220 -2.07082
H 2.58543 -8.28580 -2.56202
C 3.43445 -6.53840 -1.72812
H 4.46065 -6.81304 -1.94981
C 3.18320 -5.36848 -1.04228
H 3.99784 -4.71206 -0.76640
H 3.18865 -3.38580 0.45336
C 2.20022 -3.69941 2.63234
C 2.40941 -3.07232 1.18688
H 2.63150 -3.12209 3.47572
H 2.63422 -4.69102 2.65464
H 1.11983 -3.90649 2.88505
C 2.46898 -1.61221 1.18780
C 2.30432 -0.55883 2.22605
H 2.77048 -1.22555 0.22242
H 3.09714 -0.48066 2.98614
H 1.35545 -0.60925 2.81358
H 2.27660 0.41347 1.69997
Au -0.94276 -1.99531 -1.85328
Cl -1.54095 -1.35268 0.75385
Cl 1.36865 -0.84063 -2.52872
C -1.71016 1.44044 0.30177
O -1.40946 1.88053 -0.79102
N -2.23801 2.12470 1.33704
C -2.37931 3.56735 1.22602
C -2.75941 1.47736 2.53125
H -1.55153 0.30408 0.56220
H -1.89461 3.88589 0.29598
H -1.91023 4.03902 2.09569
H -3.44485 3.83079 1.22042
H -2.52710 0.41126 2.50832
H -3.84091 1.60792 2.58881
H -2.32296 1.93369 3.41698
H 2.73767 4.89917 -2.27601
H 2.91010 3.11137 -3.85774
C 2.98318 4.24141 -1.43528
C 3.17976 2.41991 -3.07145
N 2.64933 2.88767 -1.81866
H 2.41706 4.52495 -0.54498
C 2.12971 2.03133 -0.90555
O 1.93626 2.27627 0.28342
H 2.80179 1.43581 -3.30559
H 1.82134 1.05029 -1.34319
H 4.05895 4.33688 -1.24172
H 4.26567 2.38896 -3.05240
N -4.90036 1.64098 -2.44915
N -3.75182 0.90085 -2.74758
N -2.74123 1.35180 -3.48609
C -1.79125 0.43562 -3.33710
N -2.17044 -0.47961 -2.43976
N -3.37791 -0.14540 -1.98598
H -5.53576 1.02641 -1.96211
H -5.25801 1.99948 -3.35772
H -0.83327 0.41530 -3.83594
```


[3]
# C18H30BMnO2

A structure of composition C18H30BMnO2 (ωB97M-V/def2-TZVPD, the OMol25 dataset).

Calculated values
<S²>: 8.765
ΔE to the lowest compared entry with this formula, charge and spin: 0.0 kcal per mole
molecular weight: 344.186 g/mol
HOMO-LUMO gap (alpha / beta): 9.21 / 8.21 eV
spin multiplicity: 6
charge: +1
LUMO level (alpha / beta): -2.53 / -3.74 eV

```
52
C18H30BMnO2, DFT ωB97M-V/def2-TZVPD
Mn -0.05118 0.50837 0.02104
C 0.47532 3.97567 0.13724
C 0.91846 2.67403 0.75772
C 1.99350 1.94238 0.20203
C 2.81188 2.51716 -0.92834
C 2.34886 0.68740 0.74651
C 3.46400 -0.11419 0.12418
C 1.67713 0.19362 1.88458
C 2.14049 -1.08396 2.53622
C 0.60281 0.92453 2.43946
C -0.16859 0.36554 3.60729
C 0.24988 2.18156 1.90103
C -0.82991 3.00500 2.55280
H 0.98590 4.82217 0.60290
H -0.59469 4.12390 0.26124
H 0.68581 4.00563 -0.92830
H 2.52720 2.10993 -1.90121
H 3.86599 2.29293 -0.77832
H 2.71420 3.59678 -0.97847
H 4.41721 0.11524 0.60742
H 3.57187 0.10110 -0.93544
H 3.29182 -1.18285 0.22723
H 1.64726 -1.96532 2.11885
H 1.93976 -1.06888 3.60375
H 3.21166 -1.21511 2.40703
H 0.26608 0.69801 4.55337
H -0.16506 -0.72117 3.60378
H -1.20634 0.68843 3.58705
H -1.81269 2.78433 2.12691
H -0.64024 4.06702 2.42273
H -0.87646 2.80965 3.62060
C -4.70181 -1.37232 -0.29299
C -4.10352 -0.45234 -1.34550
C -4.84188 -0.59468 -2.66070
O -2.71847 -0.89026 -1.54201
B -1.92981 -0.11637 -0.76510
O -2.61556 0.96277 -0.20446
C -3.93549 1.01563 -0.85516
C -4.96272 1.47219 0.15897
C -3.81587 2.02009 -1.99077
H -4.60500 -2.40229 -0.63381
H -5.75915 -1.15891 -0.13697
H -4.18040 -1.27842 0.66066
H -4.91586 -1.64917 -2.92346
H -4.32795 -0.07732 -3.46774
H -5.85369 -0.19493 -2.57330
H -4.94285 0.85564 1.05493
H -5.96536 1.42996 -0.26993
H -4.76489 2.50625 0.44292
H -3.07982 1.69846 -2.72852
H -3.50263 2.98131 -1.58197
H -4.77140 2.16082 -2.49555
```


[4]
# C18H30Cl2CuN7O3

A structure of composition C18H30Cl2CuN7O3 (ωB97M-V/def2-TZVPD, the OMol25 dataset).

Calculated values
<S²>: 0.784
ΔE to the lowest compared entry with this formula, charge and spin: 4.0 kcal per mole
molecular weight: 526.936 g/mol
HOMO-LUMO gap (alpha / beta): 3.93 / 6.51 eV
spin multiplicity: 2
charge: -1
LUMO level (alpha / beta): 2.41 / 2.41 eV

```
61
C18H30Cl2CuN7O3, DFT ωB97M-V/def2-TZVPD
O 0.08962 1.45380 -0.23174
C -0.60252 0.97421 -1.18958
C -0.46805 1.55073 -2.54758
C 0.30732 2.70729 -2.76658
H 0.82959 3.18388 -1.93102
C 0.44919 3.21921 -4.05366
H 1.10151 4.08042 -4.20787
C -0.24449 2.64968 -5.12485
H -0.21656 3.11946 -6.10810
C -0.98370 1.47948 -4.92393
H -1.50430 1.00423 -5.75672
C -1.05643 0.91971 -3.65457
H -1.58528 -0.01787 -3.48761
H -0.91073 -0.07659 -1.09964
C -3.21338 2.19352 -1.14235
C -2.92040 0.74380 -0.80249
H -4.21713 2.46668 -0.78299
H -3.17737 2.36607 -2.22050
H -2.48042 2.84094 -0.64607
C -2.84905 0.30870 0.49661
C -2.50521 1.19655 1.62994
H -2.99885 -0.74277 0.71859
H -3.33956 1.85033 1.92568
H -1.65234 1.83794 1.37320
H -2.22380 0.59019 2.49789
Cu 1.77869 1.97223 0.38719
Cl 3.13566 3.50218 -0.19697
Cl -3.52694 -0.39597 -1.96923
H 3.92026 -0.33014 -2.01198
H 4.98433 -0.33542 0.16823
C 3.11047 0.30759 -1.62398
C 4.17758 0.27466 0.59872
N 2.94075 0.09181 -0.18142
H 2.16630 0.08302 -2.12719
C 2.12074 -0.96458 0.19501
O 1.20569 -1.40291 -0.50683
H 3.99128 -0.02911 1.63187
H 2.40576 -1.40593 1.16245
H 3.36740 1.36141 -1.76190
H 4.44399 1.33364 0.56945
H -1.02081 -5.69542 2.57804
H 0.00185 -5.64902 0.51747
C -1.53339 -4.73690 2.45532
C -0.43033 -4.68451 0.22713
N -0.83741 -3.97502 1.43291
H -1.52681 -4.17552 3.39234
C -0.75032 -2.63573 1.52375
O -1.07144 -1.98217 2.53391
H 0.30820 -4.08055 -0.31028
H -0.35553 -2.16498 0.60655
H -2.57215 -4.94161 2.16012
H -1.28792 -4.88061 -0.43441
N 0.65984 -1.15116 4.49643
N 0.87144 -0.02820 3.73994
N 0.61372 1.20702 4.25437
C 1.00776 1.98295 3.23721
N 1.44606 1.27372 2.19132
N 1.38807 -0.03858 2.54126
H 0.09685 -1.82192 3.95826
H 0.19787 -0.84519 5.34332
H 0.94480 3.06134 3.25757
```